# 1
FH2IP2 | wB97M-V/def2-TZVPD

Output
**HOMO level**: -9.47 eV
**ΔE to the lowest compared entry with this formula, charge and spin**: 167.07 kJ/mol
**LUMO energy**: -0.79 eV

Positions of all 6 atoms, in Å:
F (-0.343, 0.043, -2.003)
P (-1.033, 0.282, -0.503)
P (0.995, 0.834, 0.395)
I (-0.047, 0.925, 2.483)
H (-1.136, -1.094, -0.346)
H (1.564, -0.990, -0.025)

***

# 2
C18H12Co2O7 | wB97M-V/def2-TZVPD

Output
**HOMO level**: 1.53 eV
**ΔE to the lowest compared entry with this formula, charge and spin**: 0.00 kJ/mol
**LUMO energy**: 4.78 eV
**Charge**: -2

Positions of all 39 atoms, in Å:
C (3.652, -0.596, 1.096)
C (2.458, 0.273, 0.875)
C (1.168, -0.468, 0.419)
C (0.032, -0.317, 1.437)
C (-0.379, 0.986, 1.748)
C (-1.688, 1.226, 2.164)
C (-2.560, 0.151, 2.340)
C (-2.101, -1.163, 2.196)
C (-0.792, -1.407, 1.765)
O (2.495, 1.494, 0.979)
H (3.752, -1.310, 0.268)
H (4.538, 0.037, 1.158)
H (3.516, -1.146, 2.035)
H (1.396, -1.529, 0.268)
H (0.317, 1.807, 1.567)
H (-2.010, 2.255, 2.323)
H (-3.614, 0.342, 2.553)
H (-2.765, -2.007, 2.398)
H (-0.421, -2.429, 1.621)
O (-2.604, -2.561, -4.137)
C (-1.478, -2.359, -4.295)
Co (0.227, -2.058, -4.575)
C (0.909, -3.489, -3.787)
O (1.346, -4.435, -3.289)
C (-0.081, -2.419, -6.279)
O (-0.254, -2.659, -7.394)
C (0.209, -0.588, -3.268)
C (0.959, -0.405, -2.142)
C (0.671, 0.186, -0.844)
Co (2.019, -0.461, -3.557)
C (2.932, -1.580, -2.567)
O (3.509, -2.334, -1.897)
C (3.070, 0.947, -3.816)
O (3.692, 1.895, -4.049)
C (2.219, -1.298, -5.189)
O (2.845, -1.488, -6.158)
H (-0.731, -0.034, -3.414)
H (1.014, 1.240, -0.838)
H (-0.434, 0.286, -0.780)

***

# 3
C8H14N2S | wB97M-V/def2-TZVPD

Output
**HOMO level**: -8.70 eV
**ΔE to the lowest compared entry with this formula, charge and spin**: 226.06 kJ/mol
**LUMO energy**: 0.65 eV
**Structure (SMILES)**: C[C@@H]1SCC[C@@]1(C#N)N(C)C

Positions of all 25 atoms, in Å:
C (-0.573, -1.794, 2.038)
C (0.096, -1.516, 0.704)
S (1.724, -2.304, 0.564)
C (2.597, -0.805, 0.291)
C (1.652, 0.256, -0.341)
C (0.320, 0.071, 0.450)
C (0.660, 0.858, 1.739)
N (0.821, 1.433, 2.719)
N (-0.734, 0.693, -0.119)
C (-1.201, 0.011, -1.354)
C (-0.838, 2.149, -0.278)
H (-0.188, -1.640, 3.062)
H (-0.649, -2.858, 2.122)
H (-1.642, -1.389, 1.956)
H (-0.568, -1.834, -0.055)
H (3.398, -1.085, -0.453)
H (3.052, -0.477, 1.208)
H (2.075, 1.225, -0.167)
H (1.436, 0.050, -1.346)
H (-1.675, -0.895, -1.101)
H (-2.117, 0.628, -1.641)
H (-0.503, -0.220, -2.178)
H (-1.805, 2.453, -0.712)
H (-0.751, 2.652, 0.721)
H (-0.014, 2.594, -0.841)

***

# 4
C41H39CoFN5S2 | wB97M-V/def2-TZVPD

Output
**HOMO level (alpha / beta)**: -2.25 / -3.95 eV
**LUMO energy (alpha / beta)**: 2.35 / 2.43 eV
**Multiplicity**: 4
**Charge**: -1

Positions of all 89 atoms, in Å:
Co (-0.406, 0.251, -1.228)
C (3.636, -1.836, -3.746)
S (2.096, -2.075, -4.672)
C (1.063, -1.176, -3.516)
S (1.586, -0.505, -1.991)
N (-0.179, -0.970, -3.932)
N (-0.933, -0.381, -3.003)
C (-2.225, -0.310, -3.384)
C (-3.108, 0.316, -2.510)
C (-4.455, 0.532, -2.808)
C (-5.212, 1.225, -1.887)
C (-4.630, 1.565, -0.649)
C (-3.299, 1.213, -0.405)
N (-2.512, 0.643, -1.328)
H (4.489, -2.095, -4.413)
H (3.683, -2.502, -2.872)
H (3.733, -0.777, -3.465)
H (-2.485, -0.674, -4.386)
H (-4.843, 0.293, -3.799)
H (-6.220, 1.532, -2.155)
H (-5.159, 2.077, 0.153)
H (-2.837, 1.483, 0.536)
C (0.523, -0.926, 3.824)
C (0.268, 1.598, 3.746)
C (0.174, 2.194, 2.399)
C (-0.084, 1.653, 1.172)
C (-0.129, 0.304, 0.691)
C (0.135, -0.768, 1.637)
C (-0.225, 2.697, 0.118)
C (-0.339, 4.069, 0.382)
C (-0.407, 4.993, -0.646)
C (-0.391, 4.568, -1.985)
C (-0.651, 5.446, -3.074)
C (-0.523, 4.987, -4.374)
C (-0.046, 3.641, -4.617)
C (0.138, 2.755, -3.570)
C (-0.115, 3.185, -2.231)
N (-0.085, 2.277, -1.152)
H (0.635, -1.657, 4.625)
H (-0.239, 2.319, 4.412)
H (0.479, 3.231, 2.393)
H (0.279, -2.729, 2.010)
H (-0.533, 4.441, 1.417)
H (-0.491, 6.063, -0.414)
H (-0.981, 6.479, -2.815)
H (-0.760, 5.616, -5.243)
H (0.091, 3.349, -5.666)
H (0.532, 1.751, -3.730)
C (-3.285, -0.863, 2.776)
C (-2.031, -1.599, 3.253)
C (-2.086, -3.067, 2.802)
C (-0.760, -0.797, 3.008)
C (-0.368, 0.210, 4.030)
C (1.724, 1.663, 4.229)
C (2.788, 0.947, 3.760)
C (2.647, -0.145, 2.787)
C (3.946, -0.551, 2.041)
C (3.852, -1.914, 1.381)
C (4.474, 0.496, 1.038)
C (1.417, -0.705, 2.663)
N (0.104, -2.153, 1.202)
C (0.216, -2.908, 0.036)
C (1.264, -3.861, 0.031)
C (1.316, -4.942, -0.859)
C (0.405, -4.961, -1.911)
C (-0.584, -3.963, -2.010)
C (-0.724, -3.032, -0.999)
F (-2.013, -2.520, -0.805)
H (-4.158, -1.445, 3.076)
H (-3.300, -0.711, 1.673)
H (-3.327, 0.138, 3.246)
H (-2.119, -1.613, 4.375)
H (-1.994, -3.196, 1.718)
H (-3.087, -3.432, 3.083)
H (-1.335, -3.694, 3.300)
H (-1.033, 0.149, 4.875)
H (1.903, 2.451, 4.950)
H (3.804, 1.227, 4.058)
H (4.703, -0.594, 2.836)
H (3.170, -1.916, 0.527)
H (3.475, -2.665, 2.060)
H (4.867, -2.244, 1.069)
H (3.664, 0.946, 0.423)
H (5.125, -0.050, 0.326)
H (5.101, 1.243, 1.538)
H (2.014, -3.789, 0.821)
H (2.045, -5.754, -0.740)
H (0.462, -5.751, -2.677)
H (-1.318, -3.996, -2.836)

***

# 5
C2H5BrSi | wB97M-V/def2-TZVPD

Output
**HOMO level**: -8.55 eV
**ΔE to the lowest compared entry with this formula, charge and spin**: 452.20 kJ/mol
**LUMO energy**: -1.26 eV

Positions of all 9 atoms, in Å:
C (1.049, 0.929, 0.609)
C (1.232, -0.328, 0.392)
Si (-2.073, -0.488, -0.540)
Br (2.919, -0.941, -0.508)
H (1.652, 1.806, 0.380)
H (0.268, 1.561, 0.962)
H (-3.139, -1.583, -0.244)
H (0.804, -1.326, 0.585)
H (-2.712, 0.370, -1.636)

***

# 6
C6H12P | wB97M-V/def2-TZVPD

Output
**HOMO level**: -14.64 eV
**ΔE to the lowest compared entry with this formula, charge and spin**: 71.05 kJ/mol
**LUMO energy**: -3.27 eV
**Charge**: +1

Positions of all 19 atoms, in Å:
C (-1.712, -1.113, 0.066)
C (-0.431, -1.448, 0.073)
C (-2.072, 0.377, -0.217)
C (-0.947, 1.237, 0.169)
C (1.633, -0.071, 1.349)
C (1.520, 0.196, -1.616)
P (0.580, -0.076, -0.127)
H (-2.350, -1.843, 0.364)
H (-0.095, -2.389, 0.486)
H (-2.224, 0.447, -1.352)
H (-3.022, 0.562, 0.295)
H (-0.732, 2.143, -0.387)
H (-0.924, 1.500, 1.283)
H (1.081, -0.687, 2.061)
H (1.631, 0.922, 1.884)
H (2.662, -0.480, 1.327)
H (2.506, 0.625, -1.316)
H (1.112, 0.922, -2.210)
H (1.782, -0.823, -2.133)